# 1
Below is a structure of composition C31H49F6N5O4P2RbS2 at a distorted geometry, with properties calculated with ωB97M-V/def2-TZVPD.

The frontier orbital gap comes out at 0.22685 Ha. As for the charge: -1. The HOMO energy comes out at -4.02 eV. Its multiplicity is 1.

Each line ends with the Löwdin charge.
Cartesian coordinates (Å):
Rb 0.141 -0.989 -1.177  0.885
C 0.359 3.118 -3.803  -0.092
C -1.116 3.299 -3.417  -0.457
C -2.006 2.882 -4.595  -0.099
P -1.487 2.209 -1.992  0.763
C -3.224 2.430 -1.479  -0.452
C -4.190 1.507 -2.226  -0.091
C -3.654 3.896 -1.476  -0.098
C -0.547 2.824 -0.591  -0.206
C 0.084 4.077 -0.678  -0.122
C 0.803 4.624 0.363  -0.120
C 0.922 3.876 1.540  -0.101
C 0.294 2.665 1.669  -0.064
C -0.520 2.097 0.638  -0.327
N -1.184 0.929 0.814  0.010
C -1.643 0.656 2.083  -0.319
C -2.192 1.701 2.882  -0.053
C -2.681 1.497 4.150  -0.106
C -2.675 0.217 4.710  -0.118
C -2.209 -0.824 3.933  -0.134
C -1.705 -0.655 2.635  -0.301
P -1.183 -2.089 1.620  1.025
C -2.811 -2.916 1.215  -0.545
C -3.911 -2.929 2.273  -0.123
C -3.334 -2.239 -0.062  -0.129
C -0.297 -3.275 2.761  -0.558
C -1.042 -4.159 3.761  -0.122
C 0.854 -2.517 3.428  -0.144
H 0.569 3.642 -4.739  0.080
H 0.572 2.060 -3.958  0.053
H 1.042 3.484 -3.039  0.065
H -1.331 4.339 -3.163  0.102
H -1.934 1.808 -4.770  0.082
H -1.684 3.398 -5.503  0.076
H -3.053 3.132 -4.421  0.054
H -3.170 2.077 -0.442  0.104
H -4.367 1.844 -3.248  0.062
H -5.155 1.483 -1.712  0.076
H -3.795 0.493 -2.270  0.069
H -3.745 4.285 -2.493  0.066
H -2.939 4.517 -0.932  0.072
H -4.628 4.004 -0.993  0.076
H 0.005 4.645 -1.595  0.083
H 1.276 5.592 0.260  0.086
H 1.521 4.253 2.362  0.096
H 0.393 2.105 2.592  0.105
H -2.215 2.697 2.457  0.110
H -3.083 2.336 4.708  0.094
H -3.051 0.038 5.709  0.087
H -2.248 -1.822 4.346  0.073
H -2.535 -3.949 0.971  0.104
H -4.215 -1.912 2.524  0.075
H -3.607 -3.423 3.196  0.051
H -4.789 -3.453 1.883  0.074
H -3.460 -1.164 0.103  0.074
H -4.306 -2.651 -0.347  0.077
H -2.652 -2.375 -0.901  0.041
H 0.149 -3.953 2.024  0.094
H -1.462 -3.596 4.594  0.058
H -0.342 -4.885 4.187  0.073
H -1.846 -4.721 3.284  0.060
H 0.472 -1.836 4.193  0.074
H 1.402 -1.921 2.695  0.039
H 1.552 -3.213 3.904  0.077
F 2.770 -1.915 -5.990  0.126
C 2.038 -0.811 -5.912  -0.750
F 2.865 0.225 -5.697  0.097
F 1.432 -0.611 -7.090  0.103
S 0.790 -0.843 -4.527  0.911
O 1.663 -0.933 -3.330  -0.613
O -1.222 0.792 -2.425  -0.518
N 0.213 -2.295 -4.972  -0.415
S -0.289 -3.336 -3.950  0.531
O -0.814 -4.481 -4.634  -0.290
O -1.036 -2.810 -2.821  -0.432
C 1.239 -4.055 -3.106  -0.641
F 1.439 -3.550 -1.865  0.051
F 1.088 -5.374 -2.950  0.120
F 2.348 -3.851 -3.812  0.127
C 5.750 -1.384 0.613  -0.073
N 4.381 -0.951 0.469  -0.153
C 3.818 -0.856 -0.865  -0.057
C 3.684 -0.307 1.466  -0.454
N 2.450 -0.018 1.288  0.164
N 4.427 -0.102 2.651  -0.179
C 5.417 0.964 2.557  -0.074
C 3.641 -0.010 3.868  -0.076
H 5.946 -2.143 -0.144  0.084
H 5.908 -1.825 1.594  0.087
H 6.484 -0.580 0.472  0.074
H 4.106 -1.712 -1.473  0.093
H 4.111 0.068 -1.377  0.102
H 2.748 -0.831 -0.744  -0.005
H 2.048 0.482 2.072  0.029
H 5.756 1.084 1.530  0.077
H 6.283 0.743 3.185  0.085
H 4.991 1.923 2.877  0.087
H 2.958 -0.854 3.941  0.068
H 3.060 0.922 3.932  0.086
H 4.321 -0.036 4.721  0.087

***

# 2
Below is a structure of composition C31H49GaNO3P2S at a distorted geometry, with properties calculated with ωB97M-V/def2-TZVPD.

The frontier orbital gap comes out at 0.23544 Ha. As for the charge: +1. The HOMO energy comes out at -10.36 eV. Its multiplicity is 1.

Each line ends with the Löwdin charge.
Cartesian coordinates (Å):
Ga -0.174 0.238 -0.149  0.694
C -2.117 1.846 0.007  -0.309
C -2.555 0.926 -1.010  -0.263
C -2.330 -0.274 0.956  -0.282
C -2.053 1.121 1.249  -0.261
C -2.683 -0.380 -0.435  -0.275
C -2.124 3.334 -0.131  -0.042
H -1.793 3.693 -1.109  0.075
H -1.521 3.864 0.606  0.059
H -3.142 3.704 -0.007  0.100
C -2.042 1.704 2.623  -0.014
H -1.841 2.772 2.597  0.070
H -1.292 1.224 3.251  0.061
H -3.025 1.559 3.081  0.106
C -2.580 -1.332 1.946  -0.040
H -3.635 -1.428 2.191  0.108
H -2.057 -1.146 2.877  0.057
H -2.228 -2.309 1.632  0.067
C -3.472 -1.540 -0.946  -0.035
H -4.515 -1.314 -0.720  0.104
H -3.241 -2.473 -0.429  0.067
H -3.399 -1.732 -2.018  0.075
C -3.293 1.438 -2.200  -0.017
H -4.216 1.860 -1.787  0.108
H -3.533 0.655 -2.922  0.071
H -2.766 2.242 -2.725  0.075
C 1.189 0.734 -3.508  -0.133
C 0.178 1.602 -3.658  -0.118
C -0.424 1.903 -5.028  -0.161
C -1.314 0.743 -5.610  -0.154
C -1.406 -0.538 -4.765  -0.107
C -0.372 -1.377 -4.667  -0.114
C 0.970 -1.090 -5.356  -0.165
C 1.843 0.037 -4.702  -0.167
H 0.373 2.128 -5.762  0.111
H -0.870 0.467 -6.580  0.104
H -1.042 2.809 -4.946  0.103
H 2.104 0.771 -5.488  0.112
H 1.551 0.395 -2.537  0.051
H -0.344 2.075 -2.830  0.073
H 2.783 -0.417 -4.356  0.099
H 1.545 -2.030 -5.381  0.104
H -0.452 -2.340 -4.171  0.089
H 0.773 -0.789 -6.399  0.106
H -2.332 1.124 -5.806  0.109
H -2.373 -0.749 -4.320  0.082
P 1.374 2.095 0.502  0.832
C 0.973 2.932 2.075  -0.216
H 1.876 3.502 2.285  0.073
H 0.781 2.261 2.913  -0.011
H 0.101 3.568 1.968  0.046
C 3.083 1.518 0.691  -0.246
H 3.590 2.370 1.130  0.063
H 3.503 1.241 -0.271  0.056
H 3.151 0.677 1.365  0.020
C 1.573 3.584 -0.525  -0.208
H 2.046 3.328 -1.471  0.053
H 2.217 4.216 0.079  0.063
H 0.616 4.074 -0.694  0.044
P 0.611 -2.099 -0.338  0.839
C -0.616 -3.381 -0.778  -0.202
H 0.013 -4.186 -1.145  0.064
H -1.364 -3.085 -1.515  0.036
H -1.092 -3.699 0.149  0.059
C 2.260 -2.342 -1.084  -0.220
H 2.176 -2.481 -2.159  0.046
H 2.633 -3.232 -0.582  0.053
H 2.919 -1.505 -0.841  0.051
C 1.033 -2.940 1.215  -0.254
H 1.223 -3.958 0.905  0.067
H 0.164 -2.921 1.870  0.026
H 1.897 -2.450 1.659  0.059
O -0.803 -2.281 3.467  -0.078
C 0.236 -1.531 3.622  -0.531
N 0.687 -0.597 2.726  -0.031
S 1.917 0.517 3.685  0.819
O 0.802 1.107 4.508  -0.348
O 3.072 1.314 3.219  -0.356
C 2.336 -0.925 4.623  -0.243
C 3.266 -0.906 5.689  -0.030
C 3.074 -1.820 6.745  -0.046
C 1.941 -2.669 6.765  -0.043
C 0.984 -2.629 5.754  0.020
C 1.196 -1.707 4.722  -0.175
H 4.092 -0.187 5.644  0.119
H 3.812 -1.858 7.549  0.110
H 1.810 -3.369 7.580  0.108
H 0.082 -3.255 5.746  0.132